This record from OMol25 describes C13H25CrN2OSiTe as an isolated structure. The level of theory is the ωB97M-V functional and the def2-TZVPD basis.

Geometry as XYZ:
```
44
Properties=species:S:1:pos:R:3:forces:R:3:nbo_charge:R:1
Cr 0.0872 0.0660 -0.2642 -0.7 -0.7 -0.1 0.877
C 2.3182 1.3837 1.8327 0.1 0.1 0.0 -0.701
C 1.8325 1.4362 0.4167 0.8 0.2 -0.2 0.583
O 2.0401 0.4812 -0.3895 0.0 0.4 0.2 -0.715
N 1.3671 2.6401 -0.0152 -0.4 0.0 0.2 -0.568
C 0.5827 2.8285 -1.2304 0.0 0.0 0.0 -0.275
C -0.9217 2.7014 -1.0190 0.0 0.2 0.0 0.187
C -1.7836 3.7271 -1.3663 0.1 -0.1 0.0 -0.225
C -3.1427 3.5623 -1.1463 -0.1 0.2 -0.1 -0.122
C -3.6076 2.3896 -0.5819 0.1 -0.2 0.1 -0.232
C -2.6876 1.4061 -0.2594 -0.2 0.2 -0.1 0.070
N -1.3816 1.5626 -0.4797 0.3 -0.1 0.1 -0.547
H 2.7586 0.4106 2.0225 0.0 0.0 0.0 0.260
H 1.5044 1.5595 2.5368 0.0 0.0 0.0 0.242
H 3.0758 2.1563 1.9829 0.0 0.0 0.0 0.256
H 1.1928 3.3034 0.7266 0.0 0.1 -0.1 0.409
H 0.9354 2.1095 -1.9716 0.0 -0.1 0.0 0.228
H 0.7971 3.8136 -1.6384 0.0 0.0 0.0 0.242
H -1.3910 4.6376 -1.7994 0.0 0.0 0.0 0.238
H -3.8350 4.3521 -1.4100 0.0 0.0 0.0 0.242
H -4.6580 2.2256 -0.3877 0.0 0.0 0.0 0.247
H -2.9938 0.4676 0.1851 0.0 0.0 0.0 0.222
C 1.1834 -2.4066 -3.0249 0.1 0.0 -0.1 -0.854
Te -0.6375 -1.8561 -2.1165 -0.3 -0.3 0.2 0.555
C -1.2150 -0.4778 -3.6225 0.0 0.0 -0.1 -0.862
H 1.8877 -1.5829 -2.9670 0.1 0.0 -0.1 0.225
H 0.9629 -2.6714 -4.0544 0.1 0.0 0.0 0.242
H 1.5672 -3.2728 -2.4928 0.0 0.0 0.0 0.247
H -1.3843 -1.0312 -4.5416 0.0 0.1 0.0 0.247
H -0.4317 0.2629 -3.7615 0.0 0.0 -0.1 0.216
H -2.1397 0.0009 -3.3078 0.0 0.0 0.0 0.233
C -1.5295 0.1286 3.0118 -0.1 0.2 0.2 -1.107
Si -0.7969 -1.0675 1.7694 0.2 0.3 -0.1 1.051
C -2.1105 -2.3459 1.4101 -0.3 -0.2 -0.1 -1.111
C 0.6200 -1.9629 2.6016 0.2 -0.2 0.2 -1.107
H -1.7749 -0.4020 3.9390 0.0 0.1 -0.1 0.247
H -2.4545 0.5864 2.6476 0.0 0.0 0.0 0.226
H -0.8413 0.9389 3.2707 0.0 0.0 0.0 0.221
H -2.5377 -2.6801 2.3620 0.0 0.0 -0.1 0.248
H -1.6996 -3.2241 0.9055 0.0 0.0 0.0 0.238
H -2.9347 -1.9736 0.7935 0.0 0.0 0.0 0.221
H 0.2231 -2.6260 3.3790 0.1 0.0 0.0 0.247
H 1.3205 -1.2744 3.0815 0.0 0.0 0.0 0.228
H 1.1866 -2.5808 1.8994 0.0 0.0 0.0 0.230
```
Forces are in eV/Å.

## Properties
- E_HOMO (spin up / spin down) (eV) = -10.4922 / -10.2839
- gap between HOMO and LUMO (spin up / spin down) (hartree) = 0.273 / 0.259
- charge = +1
- lowest unoccupied orbital energy (spin up / spin down) (eV) = -3.06 / -3.24
- molecular weight (g/mol) = 433.0
- spin multiplicity = 5
- DFT total energy (eV) = -62501.0791